The following is a DFT calculation (ωB97M-V with the def2-TZVPD basis set) of a molecular structure, C4H2HgO2.

Summary:
multiplicity = 3
energy above the lowest of the compared OMol25 structures with the same formula, charge and spin = 431.8 kJ/mol
E_LUMO (alpha / beta) = 0.105 / -2.353 eV
HOMO level (alpha / beta) = -8.39 / -7.80 eV
⟨S²⟩ = 2.012
orbital gap (alpha / beta) = 8.50 / 5.44 eV
molar mass = 282.65 g mol⁻¹

Geometry (Å):
H -2.09708 0.98670 2.06388
O 2.14001 -1.64721 0.75290
O 0.95078 -1.63158 1.36263
C -1.66746 0.71049 1.11350
C -1.09588 0.15564 0.17145
Hg 1.58094 0.47483 0.84077
C 0.08401 0.37067 -2.14065
C -0.52075 0.26927 -1.09377
H 0.62542 0.31119 -3.07071

---

The following is a DFT calculation (ωB97M-V with the def2-TZVPD basis set) of a gas-phase ion, CH2NOS2 (charge -1).

Summary:
energy above the lowest of the compared OMol25 structures with the same formula, charge and spin = 0.0 kJ/mol
E_LUMO = 3.758 eV
HOMO level = -3.69 eV
net charge = -1
orbital gap = 7.45 eV
SMILES = NSC([O-])=S
molar mass = 108.17 g mol⁻¹

Geometry (Å):
N 0.21217 0.64569 -0.04841
S -1.41382 1.28671 0.03794
C -2.57800 -0.32625 -0.00916
O -1.84482 -1.27357 0.10268
S -4.17899 -0.04613 -0.00001
H 0.06739 -0.28610 -0.45675
H 0.54698 0.46527 0.88505

---

The following is a DFT calculation (ωB97M-V with the def2-TZVPD basis set) of a molecular structure, C7H12Cl2DyO3P.

Summary:
multiplicity = 6
E_LUMO (alpha / beta) = -12.346 / -12.206 eV
HOMO level (alpha / beta) = -17.50 / -17.43 eV
⟨S²⟩ = 9.343
net charge = +2
orbital gap (alpha / beta) = 5.16 / 5.22 eV
molar mass = 408.55 g mol⁻¹

Geometry (Å):
C -0.35952 -2.87259 -0.73461
C -1.46928 -2.57677 0.25420
H -0.73136 -3.57297 -1.49048
H 0.50880 -3.40971 -0.27313
H -0.00852 -1.99878 -1.35521
O -2.54041 -3.15428 0.21428
Cl 3.15046 -1.11665 -0.98633
Dy 1.23196 -1.28349 0.45211
P 0.28101 1.29045 -0.26549
C -1.20812 2.25180 0.14754
C 1.59513 2.49829 0.17550
H 1.14511 0.80722 -2.48330
H 0.34887 2.42423 -2.40139
H -0.64309 0.91941 -2.47128
C 0.28457 1.37179 -2.09845
H 2.50883 1.94491 0.44332
H 1.79596 3.16080 -0.68272
H -1.38478 3.02097 -0.61461
H -1.06856 2.71958 1.12873
H 1.26547 3.08593 1.04340
H -2.06029 1.56643 0.21004
C -1.35084 -1.50907 1.35812
O -2.08327 -0.52037 1.54020
Cl 2.17003 -0.55794 2.60682
O -0.74834 -2.40330 3.70037
C -0.62980 -2.08589 2.58236